No. 1
Computed, not measured: C33H45MnN4O2PSe as an isolated structure in a non-equilibrium geometry, with wB97M-V/def2-TZVPD.

Each line ends with the Löwdin charge.
Element x y z (Å)
Mn -15.68 -9.26 -1.83  0.602
O -17.46 -8.86 -1.06  -0.155
C -18.66 -9.05 -1.47  -0.388
C -19.75 -8.71 -0.60  -0.031
C -21.06 -8.89 -0.90  -0.109
C -21.39 -9.43 -2.17  -0.120
C -20.37 -9.82 -3.04  -0.063
C -19.02 -9.61 -2.69  -0.131
C -17.97 -9.84 -3.68  -0.273
N -16.67 -9.77 -3.54  0.031
C -16.12 -9.99 -4.79  -0.098
C -17.12 -10.18 -5.70  -0.082
N -18.28 -10.08 -4.98  0.099
H -19.45 -8.33 0.37  0.118
H -21.88 -8.58 -0.24  0.105
H -22.44 -9.63 -2.41  0.090
H -20.61 -10.34 -3.97  0.098
H -15.05 -10.01 -4.89  0.091
H -17.12 -10.44 -6.75  0.103
H -19.20 -10.06 -5.37  0.137
Se -11.33 -10.05 -3.63  0.479
C -12.91 -9.64 -3.04  -0.994
N -14.00 -9.34 -2.73  -0.028
C -19.97 -13.66 -0.60  -0.194
C -19.08 -13.87 -1.85  -0.167
C -17.96 -12.78 -1.86  -0.193
C -17.41 -12.62 -0.42  -0.417
C -18.48 -11.89 0.40  -0.193
C -19.87 -12.22 -0.14  -0.201
P -15.83 -11.65 -0.49  1.142
C -14.56 -12.94 -1.06  -0.391
C -14.85 -14.39 -0.64  -0.213
C -15.32 -15.26 -1.80  -0.207
C -14.29 -15.38 -2.92  -0.202
C -13.56 -14.05 -3.13  -0.186
C -14.36 -12.87 -2.59  -0.227
C -15.22 -11.43 1.25  -0.420
C -15.06 -12.68 2.19  -0.177
C -14.88 -12.23 3.68  -0.189
C -14.20 -10.85 3.81  -0.205
C -15.10 -9.79 3.18  -0.192
C -15.98 -10.30 2.00  -0.203
H -19.65 -14.27 0.24  0.105
H -21.01 -13.98 -0.76  0.104
H -19.64 -13.82 -2.80  0.106
H -18.66 -14.87 -1.80  0.093
H -18.39 -11.84 -2.20  0.080
H -17.14 -13.09 -2.53  0.076
H -17.28 -13.63 -0.03  0.092
H -18.27 -10.81 0.43  0.087
H -18.39 -12.26 1.44  0.112
H -20.08 -11.57 -1.01  0.090
H -20.61 -11.98 0.60  0.102
H -13.62 -12.58 -0.61  0.117
H -15.58 -14.48 0.16  0.071
H -13.96 -14.84 -0.18  0.117
H -16.21 -14.78 -2.24  0.085
H -15.65 -16.28 -1.54  0.113
H -14.78 -15.73 -3.82  0.096
H -13.56 -16.18 -2.63  0.109
H -13.33 -13.87 -4.18  0.103
H -12.59 -14.10 -2.60  0.120
H -15.33 -12.86 -3.10  0.086
H -13.90 -11.94 -2.88  0.058
H -14.20 -11.07 1.03  0.104
H -14.21 -13.26 1.84  0.091
H -15.91 -13.36 2.13  0.094
H -14.28 -12.98 4.21  0.094
H -15.86 -12.22 4.17  0.107
H -13.24 -10.90 3.29  0.112
H -14.04 -10.68 4.86  0.090
H -14.55 -8.90 2.82  0.109
H -15.73 -9.35 3.95  0.097
H -16.26 -9.46 1.36  0.080
H -16.92 -10.68 2.42  0.095
O -14.91 -8.46 -0.23  -0.305
N -13.92 -7.52 -0.28  -0.191
C -12.60 -7.96 -0.13  -0.093
C -11.60 -7.06 -0.34  -0.141
C -11.84 -5.72 -0.65  -0.145
C -13.18 -5.24 -0.56  -0.124
C -14.18 -6.14 -0.33  -0.078
H -12.43 -9.01 0.02  0.102
H -10.57 -7.39 -0.31  0.095
H -11.01 -5.10 -0.85  0.053
H -13.41 -4.19 -0.67  0.085
H -15.22 -5.89 -0.27  0.100

Computed properties:
Gap between HOMO and LUMO (spin up / spin down): 4.055 / 5.993 eV
Multiplicity: 5
Energy relative to the best compared isomer or geometry (same formula, charge and spin): 0.0 kcal/mol
Highest occupied orbital energy (spin up / spin down): -1.67 / -3.61 eV
Net charge: -1
LUMO level (spin up / spin down): 0.0875 / 0.0875 Ha


No. 2
Computed, not measured: C33H46AsBF4NP4Pd as an isolated structure, with wB97M-V/def2-TZVPD.

Each line ends with the Löwdin charge.
Element x y z (Å)
Pd -0.40 1.33 0.81  0.289
C -0.17 0.74 4.37  -0.216
P 0.78 1.11 2.88  0.827
C 2.18 -0.03 2.90  -0.190
C 1.47 2.78 3.07  -0.353
C 2.09 3.29 1.76  -0.350
P 0.88 3.41 0.41  0.861
C -0.01 4.97 0.65  -0.217
C 1.75 3.62 -1.15  -0.189
H 0.46 0.92 5.25  0.077
H -0.47 -0.31 4.37  0.060
H -1.06 1.37 4.44  0.023
H 2.62 0.00 3.90  0.082
H 2.93 0.26 2.17  0.044
H 1.85 -1.05 2.70  0.039
H 2.22 2.76 3.86  0.115
H 0.67 3.44 3.41  0.081
H 2.89 2.63 1.42  0.075
H 2.53 4.28 1.91  0.116
H 0.72 5.78 0.58  0.080
H -0.49 5.02 1.62  0.029
H -0.75 5.10 -0.14  0.053
H 2.55 4.36 -1.00  0.088
H 1.06 4.00 -1.90  0.060
H 2.19 2.69 -1.50  0.035
N -0.17 -1.96 -0.48  -0.286
P -1.03 -0.54 -0.72  0.964
C -2.71 -1.02 -0.41  -0.364
C -3.73 -0.58 -1.26  -0.063
C -5.03 -1.02 -1.05  -0.033
C -5.31 -1.89 0.00  -0.015
C -4.30 -2.30 0.87  -0.040
C -3.00 -1.85 0.68  -0.101
C -0.79 0.04 -2.38  -0.368
C -0.63 -0.88 -3.43  -0.066
C -0.52 -0.41 -4.72  -0.027
C -0.55 0.96 -4.98  -0.012
C -0.70 1.87 -3.94  -0.040
C -0.82 1.42 -2.64  -0.108
P 1.52 -2.16 -0.64  1.153
C 1.98 -2.75 -2.25  -0.353
C 1.64 -4.07 -2.59  -0.074
C 1.95 -4.54 -3.85  -0.042
C 2.59 -3.71 -4.77  -0.026
C 2.93 -2.40 -4.42  -0.035
C 2.62 -1.91 -3.16  -0.061
C 2.01 -3.26 0.63  -0.345
C 1.19 -3.56 1.73  -0.101
C 1.65 -4.43 2.70  -0.048
C 2.93 -4.98 2.60  -0.015
C 3.75 -4.66 1.52  -0.023
C 3.30 -3.80 0.54  -0.050
H -0.73 -2.78 -0.27  0.086
H -3.51 0.06 -2.10  0.116
H -5.82 -0.72 -1.72  0.129
H -6.32 -2.24 0.15  0.131
H -4.53 -2.97 1.69  0.127
H -2.22 -2.16 1.37  0.101
H -0.61 -1.94 -3.23  0.112
H -0.41 -1.11 -5.54  0.128
H -0.46 1.31 -6.00  0.129
H -0.73 2.93 -4.16  0.121
H -0.93 2.12 -1.83  0.060
H 1.17 -4.73 -1.87  0.116
H 1.70 -5.56 -4.12  0.123
H 2.84 -4.08 -5.75  0.125
H 3.45 -1.77 -5.13  0.124
H 2.90 -0.90 -2.89  0.093
H 0.20 -3.13 1.82  0.086
H 1.02 -4.69 3.54  0.120
H 3.28 -5.66 3.36  0.128
H 4.74 -5.09 1.45  0.129
H 3.94 -3.55 -0.30  0.124
C -2.57 3.56 3.17  -0.261
As -2.59 2.41 1.60  1.057
C -3.36 3.53 0.21  -0.256
C -4.05 1.24 2.08  -0.260
H -3.49 4.13 3.16  0.058
H -1.73 4.24 3.19  0.012
H -2.55 2.94 4.07  0.030
H -4.40 3.25 0.08  0.047
H -2.84 3.41 -0.74  0.012
H -3.31 4.58 0.51  0.043
H -4.88 1.87 2.42  0.059
H -3.75 0.56 2.87  0.041
H -4.37 0.67 1.21  0.008
F 3.43 -0.92 -0.33  0.088
B 3.19 0.44 -0.56  -1.266
F 3.10 0.71 -1.91  0.154
F 4.08 1.24 0.12  0.183
F 1.85 0.73 0.02  -0.099

Computed properties:
Gap between HOMO and LUMO (spin up / spin down): 8.584 / 4.993 eV
Multiplicity: 5
Energy relative to the best compared isomer or geometry (same formula, charge and spin): 0.0 kcal/mol
Highest occupied orbital energy (spin up / spin down): -16.07 / -16.45 eV
Net charge: +3
LUMO level (spin up / spin down): -0.2750 / -0.4210 Ha


No. 3
Computed, not measured: C33H46EuOP2Si as an isolated structure in a non-equilibrium geometry, with wB97M-V/def2-TZVPD.

Each line ends with the Löwdin charge.
Element x y z (Å)
P -0.34 2.69 -0.88  0.798
P -1.38 -1.28 -2.24  0.771
C -0.84 1.70 -2.45  -0.471
C -1.81 0.51 -2.55  -0.446
H 0.08 1.52 -3.03  0.058
H -1.36 2.50 -2.98  0.008
H -2.78 0.71 -2.07  0.087
H -2.04 0.43 -3.62  -0.001
C -0.36 -1.61 -3.77  -0.294
H 0.16 -2.58 -3.64  0.044
H 0.37 -0.81 -3.97  0.039
H -1.06 -1.69 -4.62  0.012
C -2.83 -2.36 -2.52  -0.278
H -2.97 -2.52 -3.61  0.039
H -3.75 -1.93 -2.08  0.048
H -2.62 -3.34 -2.04  0.051
C 0.54 4.13 -1.67  -0.292
H 1.20 4.58 -0.92  0.034
H -0.20 4.88 -1.98  0.015
H 1.15 3.87 -2.54  0.029
C -1.93 3.55 -0.63  -0.264
H -2.79 2.88 -0.75  0.039
H -2.00 4.38 -1.36  0.018
H -1.93 3.96 0.39  0.043
Eu 0.69 -0.10 -0.77  1.282
C -3.22 0.84 -5.31  -0.119
C -2.00 0.62 -5.87  -0.121
C -1.37 1.53 -6.87  -0.182
C -1.43 3.03 -6.49  -0.176
C -1.56 3.34 -5.02  -0.118
C -2.75 3.61 -4.42  -0.120
C -4.08 3.29 -5.02  -0.180
C -4.17 1.92 -5.75  -0.177
C 0.56 1.68 1.04  -0.481
H -3.66 0.12 -4.59  0.110
H -1.53 -0.36 -5.79  0.076
H -1.87 1.41 -7.84  0.116
H -0.32 1.27 -7.04  0.108
H -0.49 3.52 -6.83  0.115
H -2.22 3.53 -7.09  0.114
H -0.60 3.48 -4.49  0.102
H -2.80 4.29 -3.56  0.101
H -4.37 4.07 -5.75  0.115
H -4.88 3.31 -4.26  0.108
H -5.18 1.51 -5.56  0.112
H -4.14 2.08 -6.85  0.115
H 0.29 0.79 1.68  -0.058
H 0.24 2.58 1.58  -0.046
H 1.68 1.67 0.98  -0.042
O 0.49 -1.77 0.84  -0.550
Si 1.07 -2.56 2.12  0.437
C 2.68 -3.53 1.80  -0.253
C 3.41 -4.10 2.86  -0.107
C 4.60 -4.80 2.61  -0.085
C 5.06 -4.92 1.30  -0.101
C 4.34 -4.34 0.24  -0.097
C 3.14 -3.66 0.50  -0.107
C 1.62 -1.49 3.59  -0.232
C 0.87 -1.39 4.78  -0.083
C 1.29 -0.54 5.82  -0.093
C 2.49 0.18 5.70  -0.102
C 3.28 0.02 4.56  -0.092
C 2.86 -0.85 3.53  -0.108
C -0.10 -3.84 2.89  -0.227
C -1.43 -3.49 3.15  -0.111
C -2.30 -4.39 3.77  -0.099
C -1.84 -5.68 4.09  -0.103
C -0.53 -6.06 3.78  -0.088
C 0.32 -5.15 3.15  -0.089
H 3.08 -4.00 3.90  0.116
H 5.16 -5.24 3.43  0.099
H 6.00 -5.44 1.09  0.095
H 4.72 -4.39 -0.78  0.092
H 2.58 -3.23 -0.33  0.081
H -0.03 -1.97 4.92  0.089
H 0.67 -0.42 6.70  0.095
H 2.78 0.89 6.48  0.096
H 4.21 0.58 4.45  0.097
H 3.54 -1.02 2.69  0.101
H -1.81 -2.51 2.85  0.105
H -3.33 -4.11 3.96  0.097
H -2.53 -6.41 4.52  0.096
H -0.19 -7.08 3.98  0.099
H 1.31 -5.48 2.85  0.085

Computed properties:
Gap between HOMO and LUMO (spin up / spin down): 3.924 / 3.996 eV
Multiplicity: 8
Energy relative to the best compared isomer or geometry (same formula, charge and spin): 0.0 kcal/mol
Highest occupied orbital energy (spin up / spin down): -4.28 / -4.38 eV
Net charge: 0
LUMO level (spin up / spin down): -0.0133 / -0.0141 Ha


No. 4
Computed, not measured: C33H46F4GaN6Si as an isolated structure in a non-equilibrium geometry, with wB97M-V/def2-TZVPD.

Each line ends with the Löwdin charge.
Element x y z (Å)
Ga 0.12 -0.20 0.21  0.639
C -0.41 0.84 -4.23  -0.059
C -0.83 0.44 -2.82  -0.210
N 0.02 -0.55 -2.11  -0.223
C -0.34 -1.95 -2.40  -0.245
C -0.12 -2.46 -3.83  -0.061
C 1.47 -0.32 -2.27  -0.186
C 1.94 1.02 -1.67  -0.189
N 1.06 1.36 -0.57  -0.077
C 1.01 2.64 -0.10  -0.171
C -0.18 3.10 0.49  -0.161
F -1.21 2.20 0.52  0.004
C -0.36 4.37 0.98  -0.231
F -1.55 4.70 1.49  0.098
C 0.67 5.28 0.94  0.074
C 1.86 4.86 0.38  -0.213
F 2.89 5.71 0.35  0.113
C 2.04 3.60 -0.13  -0.144
F 3.24 3.26 -0.61  0.098
H -1.18 1.51 -4.64  0.087
H -0.31 0.00 -4.90  0.063
H 0.53 1.40 -4.23  0.071
H -1.85 0.03 -2.84  0.120
H -0.86 1.34 -2.20  0.105
H -1.38 -2.08 -2.14  0.106
H 0.26 -2.57 -1.72  0.103
H -0.81 -2.01 -4.53  0.070
H -0.30 -3.54 -3.84  0.084
H 0.90 -2.29 -4.17  0.079
H 1.75 -0.34 -3.33  0.120
H 1.98 -1.15 -1.79  0.093
H 1.90 1.80 -2.43  0.123
H 2.99 0.93 -1.36  0.110
H 0.55 6.28 1.33  0.141
C 2.59 0.30 2.46  -0.187
Si 2.14 -1.15 1.35  0.586
C 3.69 -1.64 0.40  -0.194
C 1.65 -2.69 2.34  -0.317
C 2.05 -2.86 3.67  -0.109
C 1.73 -4.03 4.36  -0.082
C 1.01 -5.03 3.73  -0.079
C 0.62 -4.88 2.41  -0.077
C 0.94 -3.72 1.72  -0.126
H 3.51 0.11 3.03  0.043
H 1.79 0.53 3.17  0.017
H 2.76 1.20 1.85  0.028
H 4.44 -1.93 1.14  0.041
H 4.11 -0.83 -0.20  0.024
H 3.53 -2.51 -0.25  0.032
H 2.61 -2.08 4.17  0.106
H 2.04 -4.14 5.39  0.110
H 0.77 -5.94 4.27  0.108
H 0.06 -5.67 1.91  0.105
H 0.65 -3.61 0.68  0.071
N -4.22 -0.27 0.74  0.160
C -3.06 0.28 0.32  -0.119
N -2.12 -0.61 0.16  0.080
C -2.69 -1.84 0.49  -0.233
C -2.16 -3.13 0.47  -0.027
C -2.99 -4.17 0.84  -0.066
C -4.32 -3.95 1.23  -0.068
C -4.86 -2.68 1.24  -0.003
C -4.02 -1.64 0.86  -0.188
H -5.08 0.22 0.90  0.170
H -2.97 1.34 0.14  0.137
H -1.13 -3.30 0.18  0.075
H -2.60 -5.19 0.83  0.110
H -4.93 -4.80 1.50  0.113
H -5.89 -2.51 1.54  0.119
C -2.31 -2.62 4.06  -0.041
C -1.18 -1.81 4.67  -0.176
N -1.35 -0.35 4.60  -0.062
C -2.00 0.31 5.75  -0.193
C -3.50 0.49 5.57  -0.060
C -1.00 0.33 3.49  -0.380
C -1.01 1.83 3.56  0.019
N -0.60 -0.25 2.40  0.078
H -2.05 -3.68 4.08  0.083
H -2.50 -2.35 3.02  0.046
H -3.24 -2.49 4.61  0.072
H -0.23 -2.07 4.19  0.086
H -1.07 -2.07 5.72  0.125
H -1.53 1.28 5.92  0.107
H -1.80 -0.30 6.63  0.120
H -3.73 1.04 4.66  0.065
H -3.92 1.04 6.42  0.083
H -4.01 -0.48 5.51  0.065
H -0.39 2.18 4.38  0.102
H -2.01 2.24 3.69  0.095
H -0.59 2.21 2.64  0.052
H -0.60 -1.27 2.47  0.026

Computed properties:
Gap between HOMO and LUMO: 7.948 eV
Highest occupied orbital energy: -9.99 eV
Net charge: +1
LUMO level: -0.0749 Ha


No. 5
Computed, not measured: C33H46NP3Pb as an isolated structure in a non-equilibrium geometry, with wB97M-V/def2-TZVPD.

Each line ends with the Löwdin charge.
Element x y z (Å)
P -0.48 2.73 -0.86  0.785
P 1.09 -0.64 -1.50  0.756
C 0.77 2.19 -2.10  -0.422
C 0.67 0.77 -2.65  -0.450
H 1.78 2.41 -1.72  0.098
H 0.59 2.86 -2.96  0.026
H -0.32 0.57 -3.11  0.093
H 1.41 0.68 -3.45  0.020
C 2.92 -0.54 -1.47  -0.237
H 3.28 -1.34 -0.81  0.052
H 3.23 0.43 -1.05  0.055
H 3.34 -0.66 -2.48  0.050
C 0.72 -2.02 -2.65  -0.250
H 1.40 -2.01 -3.51  0.066
H -0.32 -1.95 -3.00  0.056
H 0.83 -2.96 -2.10  0.047
C 0.16 4.37 -0.41  -0.228
H -0.42 4.77 0.43  0.054
H 0.04 5.04 -1.28  0.060
H 1.21 4.30 -0.12  0.060
C -1.88 3.13 -1.98  -0.229
H -2.19 2.26 -2.57  0.056
H -1.57 3.94 -2.66  0.041
H -2.74 3.47 -1.37  0.056
Pb -1.16 0.03 0.19  1.097
C 1.63 1.13 -5.61  -0.125
C 2.82 1.31 -4.99  -0.130
C 3.66 2.53 -5.19  -0.169
C 2.90 3.90 -5.26  -0.166
C 1.62 4.00 -4.50  -0.129
C 0.39 3.77 -5.01  -0.123
C 0.16 3.14 -6.35  -0.168
C 1.11 1.97 -6.73  -0.169
C -1.77 1.76 1.60  -0.293
H 1.02 0.25 -5.39  0.102
H 3.30 0.50 -4.44  0.096
H 4.26 2.44 -6.12  0.130
H 4.40 2.59 -4.36  0.110
H 3.59 4.65 -4.82  0.119
H 2.78 4.17 -6.32  0.117
H 1.74 4.40 -3.49  0.101
H -0.50 4.20 -4.54  0.097
H 0.22 3.90 -7.16  0.130
H -0.88 2.76 -6.38  0.110
H 0.53 1.30 -7.39  0.120
H 1.94 2.37 -7.34  0.116
H -2.54 1.31 2.24  0.007
H -2.17 2.61 1.03  -0.020
H -0.90 2.04 2.20  0.026
N -0.76 -0.69 2.28  -0.273
P -0.99 -1.83 3.35  0.833
C -2.10 -3.17 2.80  -0.279
C -3.43 -3.23 3.25  -0.072
C -4.29 -4.25 2.81  -0.049
C -3.84 -5.18 1.87  -0.048
C -2.53 -5.11 1.40  -0.060
C -1.67 -4.11 1.85  -0.084
C 0.57 -2.53 3.96  -0.266
C 1.03 -2.22 5.26  -0.062
C 2.19 -2.82 5.76  -0.044
C 2.92 -3.70 4.95  -0.041
C 2.51 -3.95 3.64  -0.057
C 1.36 -3.33 3.13  -0.084
C -1.78 -1.32 4.89  -0.353
C -2.06 0.03 5.12  -0.073
C -2.68 0.42 6.32  -0.054
C -3.00 -0.54 7.29  -0.049
C -2.69 -1.88 7.07  -0.046
C -2.07 -2.28 5.88  -0.100
H -3.79 -2.51 3.99  0.107
H -5.30 -4.31 3.23  0.121
H -4.52 -5.97 1.53  0.120
H -2.16 -5.86 0.69  0.116
H -0.65 -4.07 1.47  0.080
H 0.47 -1.53 5.89  0.111
H 2.50 -2.60 6.78  0.122
H 3.81 -4.19 5.36  0.120
H 3.08 -4.63 3.01  0.116
H 1.10 -3.49 2.08  0.086
H -1.79 0.77 4.36  0.078
H -2.89 1.47 6.49  0.114
H -3.48 -0.24 8.22  0.119
H -2.92 -2.64 7.82  0.121
H -1.81 -3.33 5.72  0.129

Computed properties:
Gap between HOMO and LUMO (spin up / spin down): 4.917 / 5.329 eV
Energy relative to the best compared isomer or geometry (same formula, charge and spin): 0.0 kcal/mol
Highest occupied orbital energy (spin up / spin down): -13.12 / -13.11 eV
Net charge: +2
LUMO level (spin up / spin down): -0.3015 / -0.2859 Ha


What did we get for DFT total energy? Answer: -150963.413, -149459.203, -82793.683, -115028.692, -69552.581 eV, in the order shown.